DFT (wB97M-V/def2-TZVPD) results for a molecular structure, C22H23F5GeN3O3SZr.

Frontier orbital gap: 7.8 eV
HOMO level: -11.0 eV
E_LUMO: -0.115 hartree
Total charge: +1

Cartesian coordinates (Å):
Zr 0.45 0.18 0.31
C 3.13 3.23 0.83
C 2.00 2.36 1.29
O 1.08 2.10 0.37
C 1.90 1.92 2.58
C 0.77 1.26 3.16
C 0.57 1.29 4.64
N -0.08 0.66 2.37
N -1.24 0.15 2.92
C -1.92 -0.42 1.97
O -1.45 -0.45 0.73
C -3.22 -1.05 2.23
C -3.74 -1.08 3.53
C -4.96 -1.69 3.77
C -5.67 -2.26 2.72
C -5.16 -2.23 1.43
C -3.94 -1.63 1.19
H 3.35 3.02 -0.22
H 4.02 3.08 1.44
H 2.84 4.28 0.91
H 2.69 2.22 3.26
H 1.40 1.77 5.14
H 0.44 0.27 5.01
H -0.36 1.82 4.87
H -3.18 -0.64 4.33
H -5.36 -1.71 4.77
H -6.63 -2.73 2.91
H -5.71 -2.69 0.62
H -3.52 -1.62 0.19
F 7.22 0.03 -0.93
C 6.04 -0.35 -0.47
C 4.88 0.11 -1.07
F 4.93 0.94 -2.11
C 3.66 -0.30 -0.56
F 2.52 0.17 -1.16
C 3.53 -1.14 0.52
S 1.96 -1.65 1.14
C 4.71 -1.59 1.11
F 4.66 -2.40 2.16
C 5.95 -1.20 0.62
F 7.05 -1.63 1.21
O -0.21 0.00 -1.70
N -1.17 0.54 -2.43
C 0.44 -0.06 -4.92
Ge -1.35 -0.32 -4.23
C -1.86 -2.12 -3.74
C -2.74 0.74 -5.08
C -1.85 1.53 -2.01
H 0.47 -0.32 -5.98
H 1.15 -0.69 -4.38
H 0.74 0.98 -4.82
H -2.01 -2.72 -4.64
H -2.79 -2.11 -3.17
H -1.08 -2.58 -3.14
H -2.91 0.34 -6.08
H -2.44 1.78 -5.20
H -3.68 0.69 -4.54
H -1.66 1.96 -1.03
H -2.62 1.94 -2.65